(1)
{
  "formula": "C5H6PS",
  "method": "the ωB97M-V functional and the def2-TZVPD basis",
  "smiles": "Cc1c[pH]cc1[S-]",
  "relative_energy_ev": 1.069,
  "charge": -1,
  "symbols": ["C", "C", "C", "P", "C", "C", "S", "H", "H", "H", "H", "H", "H"],
  "xyz": [[0.14780, 1.98335, 0.32966], [0.27495, 0.46304, 0.15165], [1.32510, -0.45207, 0.21944], [0.74964, -2.14793, 0.09624], [-0.85245, -1.66827, -0.32204], [-1.16136, -0.35185, -0.11923], [-2.61140, 0.46665, -0.22242], [-0.88596, 2.26921, -0.05144], [1.01096, 2.27740, -0.38971], [0.31784, 2.22199, 1.30937], [2.20403, -0.14685, 0.71836], [1.03512, -2.48499, -1.14242], [-1.55428, -2.42970, -0.57746]],
  "forces_ev_per_angstrom": [[0.905, -2.146, -4.523], [-2.189, -2.993, 0.060], [-2.518, 2.191, -0.022], [0.511, 0.271, 2.699], [-1.351, 1.032, 0.528], [3.514, 0.377, -0.326], [-1.214, 0.638, -0.050], [1.328, -0.215, 0.535], [-1.470, 0.561, 1.374], [0.460, 1.057, 2.441], [1.330, 0.160, 0.030], [1.379, -0.721, -2.624], [-0.685, -0.210, -0.123]],
  "mulliken_charge": [-0.972, 0.364, -0.594, -0.229, -0.346, -0.180, -0.597, 0.266, 0.231, 0.279, 0.404, -0.075, 0.450]
}

(2)
{
  "formula": "C24H23CoN4OSeTe",
  "method": "the ωB97M-V functional and the def2-TZVPD basis",
  "spin_multiplicity": 5,
  "energy_ev": -143534.4801,
  "s2": 6.018,
  "symbols": ["Co", "C", "C", "N", "N", "C", "O", "C", "C", "C", "C", "C", "C", "C", "C", "C", "C", "C", "N", "H", "H", "H", "H", "H", "H", "H", "H", "H", "H", "H", "H", "Se", "C", "N", "C", "C", "C", "C", "C", "C", "Te", "C", "C", "C", "H", "H", "H", "H", "H", "H", "H", "H", "H", "H", "H"],
  "xyz": [[-2.55910, -8.29140, 15.05901], [-3.50894, -5.18702, 12.27044], [-2.97599, -6.44677, 12.89373], [-3.03098, -6.58384, 14.19687], [-3.43715, -5.49943, 14.94847], [-3.47585, -5.89861, 16.21207], [-3.12146, -7.08117, 16.61467], [-4.00146, -4.95016, 17.19438], [-4.45590, -5.35387, 18.43007], [-4.86519, -4.46170, 19.43447], [-4.85925, -3.06156, 19.10670], [-4.39582, -2.62850, 17.84238], [-3.99522, -3.57004, 16.91018], [-2.74140, -7.71071, 12.10891], [-2.87683, -7.85602, 10.75571], [-2.61607, -9.12706, 10.20353], [-2.29418, -10.16407, 11.05543], [-2.26138, -9.96671, 12.38969], [-2.48551, -8.77905, 12.92015], [-4.12169, -5.30269, 11.38418], [-2.72816, -4.52618, 11.89299], [-4.12807, -4.79960, 13.07341], [-4.39980, -6.39440, 18.70996], [-5.11736, -4.86976, 20.38920], [-5.09363, -2.28645, 19.84565], [-4.29962, -1.54798, 17.64660], [-3.68562, -3.21951, 15.92785], [-2.93489, -6.94255, 10.17493], [-2.59542, -9.34508, 9.14033], [-2.07012, -11.11771, 10.57423], [-1.94072, -10.71352, 13.03364], [-0.60162, -9.49341, 16.00641], [0.37150, -9.62168, 14.38526], [1.00068, -9.90500, 13.46471], [-4.33128, -14.24497, 10.63531], [-4.38079, -13.32198, 11.88769], [-3.97158, -13.85382, 13.09292], [-3.93154, -13.06063, 14.22768], [-3.38951, -13.65935, 15.47480], [-4.31903, -11.74085, 14.14704], [-3.97579, -10.55611, 15.86129], [-4.78341, -11.21521, 12.91963], [-5.35377, -9.85902, 12.84503], [-4.78150, -12.03810, 11.81194], [-5.05911, -15.03740, 10.79590], [-3.31082, -14.69230, 10.39895], [-4.48034, -13.61103, 9.75178], [-3.50597, -14.80488, 13.13375], [-3.38188, -14.78132, 15.39413], [-4.09222, -13.50492, 16.28065], [-2.49909, -13.19104, 15.79627], [-5.10033, -9.19008, 13.62084], [-6.35726, -9.99241, 12.93947], [-5.19065, -9.50376, 11.81752], [-5.19368, -11.64092, 10.90262]],
  "forces_ev_per_angstrom": [[0.261, -0.555, 0.023], [0.264, -0.324, -0.164], [-1.099, -0.388, 0.263], [0.080, 1.396, -2.037], [0.276, -0.862, -0.051], [0.301, -1.814, 0.121], [-0.539, 1.028, -0.135], [-0.093, 1.656, 0.046], [0.078, -0.173, 1.405], [0.396, 1.823, -2.176], [0.557, -0.954, 0.268], [-0.311, -0.314, 1.044], [-0.074, 0.035, -0.436], [-0.196, -0.382, 2.204], [1.006, 0.013, -0.766], [-0.035, 0.499, 0.405], [-0.163, -0.601, -2.705], [0.317, 1.539, 0.422], [0.063, 0.524, -0.106], [-0.256, -0.744, -0.115], [0.152, 0.304, 0.675], [0.179, 0.860, -0.242], [-0.027, -0.234, -0.249], [-0.284, 0.176, 0.463], [-0.093, -0.511, -0.170], [-0.201, -0.708, -0.016], [0.144, -0.250, 0.192], [-0.416, -0.280, -0.263], [-0.170, 0.434, 0.057], [0.000, 0.104, 0.582], [0.318, -1.358, 1.239], [0.485, 0.060, -0.897], [-0.734, -0.321, 1.476], [0.174, 0.179, -0.563], [1.285, 0.989, 0.265], [1.049, -2.806, -1.414], [0.219, 1.077, 0.201], [0.425, -0.941, -0.129], [-1.568, -1.761, 0.140], [-0.184, 1.080, -0.342], [-0.182, 0.344, -0.028], [0.517, -0.480, 1.732], [1.536, -0.282, -1.964], [-0.992, 1.314, -0.019], [-0.033, -0.023, -0.560], [-1.143, 0.375, 0.929], [-0.689, -0.423, 0.090], [0.034, -0.966, 0.009], [0.706, 1.100, -0.051], [-0.332, 0.257, 0.387], [1.329, 0.044, 0.217], [0.801, 0.811, 0.593], [-3.263, -0.213, 0.177], [0.064, 0.530, 0.453], [0.062, 0.117, -0.480]],
  "mulliken_charge": [0.072, -1.365, 0.514, 0.319, -0.798, 0.683, -0.747, 0.114, -0.125, -0.758, -0.242, -0.653, -0.111, 0.374, -0.761, -0.650, -0.879, -0.806, 0.828, 0.425, 0.313, 0.407, 0.366, 0.421, 0.337, 0.345, 0.359, 0.485, 0.433, 0.443, 0.943, -0.170, 0.291, -0.550, -1.624, 0.630, -0.947, 1.253, -1.878, -0.377, 0.298, 1.271, -2.166, -0.827, 0.400, 0.333, 0.343, 0.446, 0.370, 0.452, 0.424, 0.342, 0.591, 0.389, 0.424]
}

(3)
{
  "formula": "C19H18N2O4S",
  "method": "the ωB97M-V functional and the def2-TZVPD basis",
  "relative_energy_ev": 18.997,
  "symbols": ["C", "H", "O", "C", "C", "C", "C", "C", "C", "H", "H", "C", "C", "N", "N", "C", "S", "C", "C", "O", "C", "C", "C", "C", "C", "C", "H", "H", "O", "C", "H", "H", "H", "H", "H", "H", "H", "O", "H", "H", "H", "H", "H", "H"],
  "xyz": [[-3.85037, -4.21395, 1.98409], [-4.72773, -4.73052, 2.40708], [-4.16972, -4.29550, 0.62060], [-3.19952, -3.67035, -0.32532], [-1.81621, -3.23578, -0.15241], [-1.05558, -2.64437, -0.94380], [-1.53221, -2.45571, -2.24234], [-2.62439, -3.11552, -2.59200], [-3.48147, -3.56533, -1.60051], [-4.61686, -3.86200, -1.90447], [-3.02196, -3.03916, -3.39298], [-0.33737, -2.13799, -3.19808], [-0.11303, -0.70177, -3.09684], [0.74309, -0.37319, -2.00355], [0.75107, 0.95467, -2.00071], [-0.42293, 1.48556, -2.61447], [-1.07432, 3.03665, -2.93488], [-0.03405, 3.72983, -1.44637], [-0.23308, 2.64164, -0.15803], [-1.37408, 2.35494, 0.11931], [1.01018, 2.63005, 0.69577], [1.97320, 3.61532, 0.94500], [3.02213, 3.26111, 1.76548], [2.93919, 2.29191, 2.63315], [2.13583, 1.11396, 2.51057], [0.84543, 1.47471, 1.58795], [0.00802, 0.97090, 1.40446], [1.94732, 0.34939, 3.24687], [3.95641, 2.00576, 3.42864], [5.05453, 2.73014, 3.45602], [4.91974, 3.62954, 3.84092], [5.87988, 2.22235, 4.17158], [5.65078, 2.69401, 2.55477], [3.88561, 4.04937, 1.54401], [2.04854, 4.43055, 0.07815], [-0.36316, 4.54588, -1.12321], [1.16831, 3.51275, -1.82865], [-1.13076, 0.44168, -3.17597], [0.43250, -2.69661, -3.23833], [-0.94084, -2.05399, -4.07111], [-0.22752, -2.36741, -0.66493], [-1.62687, -3.10119, 1.29454], [-2.87332, -4.79216, 2.12404], [-3.52439, -3.12018, 2.29595]],
  "forces_ev_per_angstrom": [[2.467, 0.529, 0.008], [0.660, 0.762, 0.700], [2.406, 2.206, -3.214], [1.561, -0.895, 2.849], [-6.363, -3.200, 12.668], [-4.772, 0.358, -6.011], [5.307, -1.624, -0.128], [1.938, 0.224, 8.757], [-6.014, -1.770, -2.525], [2.822, 0.555, 0.479], [-4.346, 0.580, -10.597], [-10.009, 5.671, -1.208], [1.631, 2.616, 7.262], [-2.158, 0.437, -6.553], [-3.202, 4.329, 0.738], [2.316, -4.971, 0.224], [1.426, 0.791, 2.138], [5.077, -11.001, -3.617], [-0.160, 4.707, -1.715], [1.350, -0.865, 0.121], [-2.710, -2.960, 3.147], [-0.662, -0.511, -4.524], [1.142, 7.306, -3.706], [0.603, -6.411, 1.253], [-6.957, 3.970, -3.124], [9.139, 3.039, 1.471], [-3.016, -2.762, -0.174], [0.770, -0.106, 0.088], [-1.098, -2.381, 2.017], [5.952, -3.394, 0.704], [-0.512, 4.543, 1.336], [-2.152, 0.798, -1.070], [-0.240, 0.520, -0.863], [-1.446, -2.151, 1.607], [0.093, -1.477, 2.480], [-2.338, 7.306, 2.168], [-3.607, 1.466, 1.213], [3.692, -1.862, -0.612], [5.351, -3.827, -0.053], [0.124, -1.415, -2.055], [8.592, 3.232, 2.622], [0.183, -0.723, -4.475], [-1.385, 0.347, 0.371], [-1.456, -1.986, -0.199]],
  "mulliken_charge": [-0.697, 0.258, -0.402, 0.206, -0.609, -0.815, 0.870, -1.358, 0.028, 0.163, 0.742, -1.048, 0.400, -0.502, -0.139, 0.577, -0.152, -1.142, 0.489, -0.523, 0.584, -0.450, -0.076, 0.873, -0.894, -0.967, 0.734, 0.367, -0.376, -1.013, 0.502, 0.192, 0.374, 0.210, 0.187, 0.729, 0.341, -0.332, 0.698, 0.310, 1.121, -0.018, 0.293, 0.266]
}